Record 1
{"formula": "C20H23N5", "method": "ωB97M-V with the def2-TZVPD basis set", "elements": ["C", "C", "C", "C", "C", "C", "C", "C", "N", "C", "N", "C", "C", "C", "C", "C", "C", "N", "C", "N", "C", "C", "N", "C", "C", "H", "H", "H", "H", "H", "H", "H", "H", "H", "H", "H", "H", "H", "H", "H", "H", "H", "H", "H", "H", "H", "H", "H"], "coordinates": [[-1.25799, 3.94222, -1.91662], [-1.85809, 3.23776, -0.97523], [-1.35021, 3.07475, 0.42786], [-1.26974, 1.61487, 0.81928], [-2.21277, 1.04684, 1.70827], [-3.29922, 1.87990, 2.31802], [-2.16517, -0.30976, 1.98249], [-3.12051, -0.94129, 2.80275], [-3.91723, -1.43199, 3.46724], [-1.11480, -1.10030, 1.45795], [-0.84429, -2.35699, 1.68108], [0.33015, -2.60290, 1.03348], [1.08484, -3.77229, 0.99260], [2.29260, -3.73385, 0.33218], [2.76385, -2.56084, -0.26256], [2.03045, -1.39129, -0.24848], [0.79232, -1.43288, 0.37659], [-0.17125, -0.47428, 0.62457], [-0.30125, 0.81996, 0.22552], [0.57220, 1.27249, -0.75056], [0.44351, 0.70441, -2.08814], [1.53418, 1.26019, -3.00461], [2.84003, 0.70310, -2.69480], [3.08161, -0.53214, -3.41277], [3.91815, 1.64597, -2.90680], [-1.66687, 4.03714, -2.90785], [-0.33789, 4.47520, -1.73202], [-2.78604, 2.72198, -1.18665], [-0.37181, 3.55279, 0.53459], [-2.03240, 3.59198, 1.10236], [-3.94838, 1.25954, 2.93050], [-2.87525, 2.65918, 2.95158], [-3.90574, 2.35498, 1.54760], [0.72708, -4.66290, 1.48268], [2.90285, -4.62416, 0.28693], [3.73325, -2.56610, -0.73792], [2.41569, -0.48520, -0.68752], [0.57576, 2.28298, -0.80785], [0.51742, -0.38130, -2.02431], [-0.53820, 0.95845, -2.51898], [1.24726, 1.06445, -4.05080], [1.56962, 2.34473, -2.87153], [4.01807, -0.96653, -3.06777], [2.28075, -1.23984, -3.20919], [3.14632, -0.37769, -4.50167], [4.01411, 1.96020, -3.95784], [4.85452, 1.18241, -2.60004], [3.75444, 2.52788, -2.28925]], "mulliken_charge": [-0.876, 0.032, -1.260, 1.254, 1.685, -2.463, 0.529, -0.371, -0.597, 0.046, -0.853, 0.019, -0.841, -0.442, -0.878, -0.592, 0.569, 0.224, -0.683, -0.168, -0.862, -1.085, 0.468, -1.272, -1.102, 0.290, 0.307, 0.363, 0.437, 0.461, 0.428, 0.383, 0.401, 0.469, 0.389, 0.412, 0.885, 0.450, 0.504, 0.405, 0.292, 0.547, 0.333, 0.380, 0.401, 0.338, 0.294, 0.347], "de_lowest_ev": 1.927, "energy_ha": -1049.67902, "homo_lumo_gap_ha": 0.283, "smiles": "C=CCc1c(C)c(C#N)c2nc3ccccc3n2c1NCCN(C)C"}

Record 2
{"formula": "C20H23N5O2SSe2Te2V", "method": "ωB97M-V with the def2-TZVPD basis set", "elements": ["V", "O", "C", "C", "C", "C", "C", "C", "C", "N", "C", "C", "N", "H", "H", "H", "H", "H", "H", "H", "Se", "Te", "Te", "Se", "S", "C", "C", "C", "C", "C", "N", "H", "H", "H", "H", "C", "N", "C", "C", "C", "N", "C", "C", "O", "H", "H", "H", "H", "H", "H", "H", "H", "H", "H", "H", "H"], "coordinates": [[-0.92509, 1.31243, -0.25333], [-1.23265, 1.06538, 1.60144], [-0.75895, 1.47770, 2.74150], [-1.52743, 1.28059, 3.90753], [-1.04559, 1.64297, 5.14346], [0.22218, 2.21008, 5.27492], [0.98385, 2.41613, 4.14430], [0.51809, 2.06802, 2.87252], [1.31691, 2.31302, 1.68125], [0.97980, 2.06601, 0.42838], [2.00212, 2.53044, -0.36449], [2.97085, 3.06478, 0.41236], [2.53594, 2.90895, 1.71057], [-2.50905, 0.84230, 3.78301], [-1.65979, 1.48542, 6.02224], [0.60369, 2.49102, 6.24743], [1.96521, 2.86192, 4.26218], [1.96539, 2.44339, -1.43455], [3.91717, 3.51149, 0.17121], [3.01432, 3.21252, 2.53707], [-3.30130, 0.68262, -1.24466], [-4.87696, 2.62725, -1.07774], [-3.37212, 4.01267, 0.70503], [-1.29863, 3.85055, -0.65880], [2.19912, -0.51002, -1.35478], [1.16775, 0.22446, -2.49432], [1.48806, 0.05543, -3.87327], [0.77273, 0.66255, -4.86437], [-0.30977, 1.47890, -4.51664], [-0.59796, 1.60488, -3.18381], [0.09226, 1.00586, -2.18386], [2.33969, -0.57047, -4.09740], [1.04768, 0.51573, -5.90264], [-0.91615, 1.98937, -5.25028], [-1.44134, 2.20180, -2.85877], [-1.65933, -2.18378, -2.51391], [-0.91522, -2.76326, -1.41250], [-0.68858, -4.18950, -1.44696], [0.54489, -4.52701, -0.63803], [0.36159, -3.98272, 0.76201], [0.02125, -2.57556, 0.72254], [0.44760, -1.76366, 1.84424], [-0.59416, -1.98724, -0.33666], [-0.89930, -0.79065, -0.34410], [-1.30054, -2.62336, -3.44635], [-1.49896, -1.11071, -2.54839], [-2.73378, -2.36561, -2.41928], [-0.55210, -4.47992, -2.49130], [-1.56210, -4.74133, -1.06864], [1.41426, -4.05287, -1.09777], [0.70100, -5.60643, -0.60718], [1.29031, -4.08137, 1.32898], [-0.40812, -4.55348, 1.30053], [1.45746, -2.05792, 2.13531], [-0.22134, -1.87403, 2.70368], [0.46510, -0.72575, 1.54113]], "lowdin_spin": [1.969, 0.011, 0.005, -0.001, 0.001, 0.000, 0.001, 0.000, 0.007, -0.003, 0.003, 0.000, 0.003, 0.000, 0.000, 0.000, 0.000, 0.000, 0.000, 0.000, -0.017, 0.002, 0.005, -0.032, 0.010, 0.003, -0.001, 0.003, -0.001, 0.003, -0.006, 0.000, 0.000, 0.000, 0.001, 0.000, 0.002, 0.000, 0.000, 0.001, 0.003, 0.000, 0.005, 0.021, 0.000, 0.000, 0.000, 0.000, 0.000, 0.000, 0.000, 0.000, 0.000, 0.000, 0.000, 0.000], "s2": 2.02, "de_lowest_ev": 0.620, "energy_ha": -7881.56363, "homo_lumo_gap_ha": [0.226, 0.227], "spin_multiplicity": 3, "total_charge": -1}

Record 3
{"formula": "C20H23N5S2", "method": "ωB97M-V with the def2-TZVPD basis set", "elements": ["C", "C", "S", "C", "S", "C", "C", "N", "C", "N", "C", "C", "N", "C", "C", "C", "C", "C", "C", "C", "N", "C", "C", "C", "C", "C", "N", "H", "H", "H", "H", "H", "H", "H", "H", "H", "H", "H", "H", "H", "H", "H", "H", "H", "H", "H", "H", "H", "H", "H"], "coordinates": [[-3.61340, -2.55961, -0.71729], [-3.20121, -1.66310, -1.86597], [-1.53241, -0.96553, -1.67034], [-1.63885, 0.37206, -0.36379], [-3.38253, 0.77703, 0.01969], [-3.53309, 2.50010, -0.55036], [-3.04539, 3.49436, 0.48352], [-0.95054, 1.49509, -0.88533], [0.22447, 1.57337, -0.39318], [1.11873, 2.51201, -0.72496], [0.57760, 0.46685, 0.59943], [1.26677, 0.99832, 1.74216], [1.83418, 1.47055, 2.61632], [1.41354, -0.64561, -0.09796], [2.80910, -0.16559, -0.39389], [3.79730, -0.20986, 0.58227], [5.06914, 0.25951, 0.30523], [5.36441, 0.77578, -0.94521], [4.38460, 0.81605, -1.92311], [3.11253, 0.34548, -1.64996], [1.42410, -1.80003, 0.76680], [0.21220, -2.28745, 1.21816], [0.21982, -3.71695, 1.65792], [-0.87205, -1.50974, 1.29512], [-0.84182, -0.06294, 0.92770], [-1.35690, 0.69784, 2.04992], [-1.74176, 1.29458, 2.94620], [-2.85616, -3.31922, -0.53596], [-4.55528, -3.04926, -0.95675], [-3.75098, -1.97172, 0.18730], [-3.89431, -0.83387, -1.99968], [-3.11863, -2.22346, -2.79787], [-4.60025, 2.61755, -0.73958], [-2.97654, 2.57261, -1.48257], [-1.97487, 3.38638, 0.64350], [-3.54947, 3.33497, 1.43397], [-3.24677, 4.50781, 0.14130], [1.97275, 2.60691, -0.20487], [0.83101, 3.24897, -1.34456], [0.89369, -0.86578, -1.04739], [3.56590, -0.60769, 1.55854], [5.83020, 0.22281, 1.06981], [6.35723, 1.14226, -1.15901], [4.61154, 1.21043, -2.90234], [2.34766, 0.37089, -2.41302], [2.11122, -2.49713, 0.52179], [-0.73755, -3.98882, 2.09129], [1.00012, -3.87370, 2.40151], [0.42050, -4.37213, 0.80982], [-1.79956, -1.88137, 1.69566]], "mulliken_charge": [-0.896, -0.471, -0.184, 0.813, -0.105, -0.323, -0.992, -0.750, -1.140, -0.144, 1.267, 0.136, -0.635, 0.358, -0.126, -0.481, -0.782, -0.474, -0.819, -0.160, -0.123, 0.309, -1.774, -1.475, 1.575, -0.490, -0.679, 0.224, 0.417, 0.199, 0.332, 0.483, 0.442, 0.254, 0.172, 0.295, 0.377, 0.239, 0.289, 0.602, 0.407, 0.404, 0.400, 0.411, 0.443, 0.491, 0.407, 0.404, 0.369, 0.506], "de_lowest_ev": 0.000, "energy_ha": -1846.06076, "homo_lumo_gap_ha": 0.319, "smiles": "CCSC1(SCC)N=C(N)[C@]2(C#N)[C@@H](c3ccccc3)NC(C)=C[C@]12C#N"}